Entry 1:
# C31H29N2O5PPdS

A molecular structure, C31H29N2O5PPdS (ωB97M-V with the def2-TZVPD basis set, the OMol25 dataset).

E_HOMO	-0.498	eV
charge	-2
maximum force	0.0182	hartree/bohr
energy	-69441.3961	eV
orbital gap	5.10	eV

Positions of all 70 atoms, in Å:
H -4.21584 -0.34184 -3.80042
H 1.01240 2.55114 -2.22736
C -6.09765 0.23810 0.19652
O -1.64037 1.61776 5.12600
C 2.31263 -1.08865 0.91092
H -3.53709 -2.19176 2.04629
C -7.33894 0.75822 0.86838
H 4.64657 3.63299 0.92211
C -1.90093 5.21821 -2.11874
H -3.98513 5.36704 -2.64214
H 0.08318 4.84464 -1.43664
C 4.12141 3.32521 -1.14054
H 3.27625 2.91910 -3.07874
H -2.93891 -2.91451 0.52943
H 2.54400 -1.25656 1.95073
C -2.62933 3.00100 -0.62652
Pd -1.20628 0.47704 0.86946
H -3.36634 1.06291 -3.17885
C 2.27507 -0.50945 -1.20617
C -0.94690 4.51060 -1.39911
C 2.55820 3.23893 0.69117
C -4.64618 0.10841 -1.74247
S -1.38710 1.50964 3.69595
O -2.59358 1.37305 2.88026
O -1.48709 -0.60032 -1.51363
N 1.10839 -1.40041 0.45956
H -1.18948 3.78414 5.19861
C -3.13276 -1.97809 1.05679
H -4.61686 3.36883 -1.30274
H 5.12958 3.47078 -1.51104
H -5.09421 1.18716 -3.54680
H -8.24778 0.30418 0.46139
C -5.78757 0.58891 -1.11322
C -0.44743 5.41846 4.01872
C -0.82686 4.10650 4.23337
H -6.44243 1.26222 -1.66186
H 0.41874 5.16279 0.78460
H 2.37161 3.29955 1.75700
H -1.59853 6.08168 -2.70066
P -0.15016 2.37296 0.43799
N 1.10976 -1.06087 -0.83307
C -5.22504 -0.60675 0.86512
C -4.31892 0.52822 -3.15024
C -1.29040 3.38978 -0.64461
C 3.85046 3.42267 0.21700
C -0.75847 3.14498 3.22165
C -2.53806 -1.25344 -1.76950
C 1.50160 2.96567 -0.17711
H -0.50621 6.13615 4.83006
H -2.16391 -1.48192 1.21594
H 0.29173 6.82910 2.56263
H 0.18407 -1.02384 -1.30790
H -2.90557 2.11763 -0.05234
C -4.06452 -1.09528 0.26865
C 3.08509 3.02380 -2.01634
H -7.31683 0.55118 1.93873
C 0.07192 4.85365 1.76383
H -5.41850 -0.86824 1.90070
H 2.41913 -0.13400 -2.20477
C 1.79899 2.83252 -1.53556
C -3.78086 -0.74210 -1.04973
H 4.11205 -0.13835 -0.04618
O -2.67851 -2.20453 -2.55220
C -3.23174 4.82007 -2.08670
C 3.10861 -0.52392 -0.10610
C -0.28641 3.51660 1.94938
C 0.00365 5.80421 2.76575
H -7.43538 1.83958 0.74425
O -0.34423 0.54665 3.38311
C -3.58881 3.70981 -1.33474

***

Entry 2:
# C2H5NO2

A single C2H5NO2 molecule (ωB97M-V with the def2-TZVPD basis set, the OMol25 dataset).

E_HOMO	-9.768	eV
maximum force	0.0065	hartree/bohr
SMILES	NC(=O)CO
energy	-7740.4254	eV
orbital gap	10.46	eV

Positions of all 10 atoms, in Å:
O 0.40127 -1.94643 -0.30032
H 2.29305 -0.49798 0.34119
H -1.72317 -0.55844 0.25698
H -1.03502 1.42884 1.01609
C 0.35013 -0.74424 -0.11837
O -0.92881 1.37300 0.05907
N 1.41304 -0.00347 0.30719
C -0.96477 0.00822 -0.29993
H -1.24170 -0.04230 -1.35722
H 1.43599 0.98280 0.09531